[1]
C22H28ClN2O | the ωB97M-V functional and the def2-TZVPD basis

Each line ends with the Löwdin charge.
Atoms and positions in Å:
C (-3.7038, -0.9147, -3.1703)  0.0197
N (-2.3727, -1.5461, -3.1656)  -0.1874
C (-2.2894, -3.0212, -3.1721)  -0.0076
C (-1.2985, -0.8056, -3.1380)  -0.4579
Cl (0.2713, -1.4286, -3.1183)  0.8483
H (-4.4420, -1.7190, -3.1676)  0.1005
H (-3.8318, -0.2767, -2.2831)  0.1181
H (-3.8356, -0.2808, -4.0595)  0.1175
H (-3.3167, -3.3846, -3.1697)  0.0985
H (-1.7603, -3.3764, -4.0645)  0.1098
H (-1.7529, -3.3775, -2.2850)  0.1087
H (-1.3780, 0.2813, -3.2161)  0.1127
C (-4.3990, 2.9151, 2.7599)  -0.0664
O (-4.2475, 1.4977, 2.5110)  -0.0988
C (-2.9776, 1.0090, 2.4553)  -0.2754
C (-2.8278, -0.3838, 2.2469)  -0.0191
C (-1.5703, -0.9279, 2.1623)  -0.0533
C (-0.4084, -0.1179, 2.1850)  -0.2511
C (0.8747, -0.7351, 1.8997)  -0.0145
C (1.7954, -0.2061, 1.0112)  -0.2016
N (2.9525, -0.8602, 0.7140)  -0.0856
C (3.1561, -2.2481, 1.1083)  -0.1593
C (4.4812, -2.6716, 0.4514)  -0.1519
C (4.8788, -1.5446, -0.5129)  -0.1506
C (3.7737, -0.4816, -0.4295)  -0.1534
C (1.5110, 1.0555, 0.2628)  -0.1880
C (0.3488, 1.0990, -0.5154)  -0.0718
C (0.0199, 2.2217, -1.2620)  -0.0897
C (0.8705, 3.3325, -1.2370)  -0.0768
C (2.0262, 3.3127, -0.4483)  -0.0610
C (2.3441, 2.1829, 0.3073)  -0.0334
C (-0.5771, 1.2667, 2.4535)  -0.0316
C (-1.8301, 1.8277, 2.5824)  -0.0176
H (-5.4786, 3.0559, 2.8089)  0.0920
H (-3.9289, 3.2124, 3.7104)  0.0977
H (-3.9678, 3.5120, 1.9413)  0.0932
H (-3.7210, -0.9969, 2.1534)  0.1130
H (-1.4410, -1.9994, 2.0129)  0.1109
H (1.1084, -1.6608, 2.4322)  0.1023
H (3.1755, -2.3763, 2.1984)  0.1218
H (2.3425, -2.8905, 0.7252)  0.1199
H (5.2477, -2.8079, 1.2199)  0.1095
H (4.3435, -3.6163, -0.0833)  0.1058
H (5.8340, -1.1020, -0.2149)  0.1104
H (4.9608, -1.9042, -1.5428)  0.1056
H (3.1806, -0.4937, -1.3636)  0.1129
H (4.1895, 0.5299, -0.3347)  0.1096
H (-0.3051, 0.2274, -0.5027)  0.1025
H (-0.8973, 2.2176, -1.8548)  0.0900
H (0.6206, 4.2116, -1.8303)  0.1056
H (2.6876, 4.1813, -0.4152)  0.1120
H (3.2238, 2.1776, 0.9557)  0.1284
H (0.2864, 1.9266, 2.5401)  0.1231
H (-1.9459, 2.9022, 2.7477)  0.1040

Forces on atoms 1 to 3 (eV/Å):
C -0.44 0.54 0.01
N 1.82 0.68 0.14
C -0.05 -0.18 0.08

Output
total charge	+1
E	-40810.3294	eV
maximum force	0.0399	Eh/bohr
ΔE to the lowest compared entry with this formula, charge and spin	0.0	kcal per mole
orbital gap	4.3	eV
LUMO energy	-4.81	eV

=====

[2]
C22H28ClNY | the ωB97M-V functional and the def2-TZVPD basis

Each line ends with the Löwdin charge.
Atoms and positions in Å:
C (-1.9661, -1.7382, -2.2494)  -0.2691
C (-1.1412, -1.8768, -3.4121)  -0.2240
C (-0.8356, -0.5684, -3.8831)  -0.1931
H (-0.8663, -2.8273, -3.8760)  0.1019
C (-1.3598, 0.3775, -2.9662)  -0.1701
C (-2.0452, -0.3397, -1.9393)  -0.2214
H (-2.5861, 0.1004, -1.1039)  0.0934
H (-2.4923, -2.5489, -1.7561)  0.0820
H (-0.3592, -0.3316, -4.8391)  0.0981
H (-1.3224, 1.4676, -3.0646)  0.1009
Y (0.3099, -1.2533, -1.3661)  1.2332
Cl (1.0654, -3.5156, -0.6729)  -0.0572
C (3.1342, -0.6082, -1.7460)  -0.2421
C (2.7044, 0.6238, -2.3290)  -0.2038
C (2.1835, 0.3426, -3.6205)  -0.2052
H (2.8111, 1.6149, -1.8857)  0.0674
C (2.2756, -1.0597, -3.8449)  -0.2128
C (2.8709, -1.6508, -2.6934)  -0.2741
H (3.1071, -2.7052, -2.5663)  0.0586
H (3.6116, -0.7291, -0.7753)  0.0807
H (1.7898, 1.0805, -4.3181)  0.0798
H (1.9692, -1.5896, -4.7444)  0.0825
C (0.0782, 2.4842, 4.5528)  -0.0648
C (0.2433, 2.1532, 3.0863)  -0.2849
C (0.8615, 3.0424, 2.2034)  -0.0650
C (0.9557, 2.7574, 0.8423)  -0.2974
C (1.6225, 3.7855, -0.0197)  -0.0682
C (0.4343, 1.5636, 0.3462)  -0.0157
C (-0.1364, 0.5841, 1.2209)  -0.2879
C (-0.2220, 0.9413, 2.5929)  -0.0457
N (-0.5908, -0.6144, 0.7040)  -0.0952
C (-1.4009, -1.4979, 1.5955)  -0.6150
C (-0.4969, -2.0911, 2.6832)  -0.0603
C (-2.6413, -0.7454, 2.1245)  -0.0550
C (-1.9731, -2.7024, 0.8354)  -0.1028
H (1.0482, 2.6749, 5.0380)  0.0744
H (-0.5310, 3.3908, 4.6938)  0.0743
H (-0.4150, 1.6568, 5.0852)  0.0705
H (1.2528, 3.9826, 2.5955)  0.1074
H (1.0821, 4.7410, 0.0185)  0.0770
H (2.6437, 3.9840, 0.3356)  0.0818
H (1.6756, 3.4651, -1.0609)  0.0580
H (0.4198, 1.4216, -0.7430)  0.0734
H (-0.6960, 0.2550, 3.3084)  0.0811
H (0.1594, -1.3666, 3.1616)  0.0601
H (-1.1036, -2.5757, 3.4526)  0.0788
H (0.1681, -2.8332, 2.2268)  0.0653
H (-3.3133, -0.5062, 1.2880)  0.0767
H (-3.1735, -1.3877, 2.8389)  0.0801
H (-2.4336, 0.2073, 2.6196)  0.0584
H (-2.7593, -2.3957, 0.1375)  0.0554
H (-1.1872, -3.2673, 0.3088)  -0.0071
H (-2.4298, -3.3718, 1.5798)  0.0870

Forces on atoms 1 to 3 (eV/Å):
C -0.16 0.66 -0.49
C -0.75 0.36 -0.26
C -0.24 -0.26 0.13

Output
total charge	-1
E	-38328.5632	eV
maximum force	0.0448	Eh/bohr
orbital gap	7.0	eV
LUMO energy	2.96	eV

=====

[3]
C22H28IN3O5S | the ωB97M-V functional and the def2-TZVPD basis

Each line ends with the Löwdin charge.
Atoms and positions in Å:
C (-0.1668, 0.1972, -3.8197)  -0.1481
C (-0.5432, -0.6474, -2.5990)  -0.7318
I (-2.5073, -0.0942, -1.8950)  0.8234
C (0.3728, -0.3893, -1.4131)  -0.3811
O (1.6844, -0.8814, -1.7561)  -0.3255
S (2.5202, -1.4883, -0.4893)  0.9245
O (3.4255, -2.4283, -1.1159)  -0.3840
O (3.4998, -0.2273, -0.1846)  -0.3161
C (2.9000, 0.7740, 0.6661)  -0.2506
C (3.7877, 2.0014, 0.7463)  -0.1411
C (3.8388, 2.9214, -0.4933)  -0.0872
C (3.6838, 2.2315, -1.8302)  -0.4940
O (2.6686, 2.2686, -2.5266)  0.0737
O (4.8116, 1.5709, -2.2078)  0.1071
H (-0.5324, 1.2146, -3.7017)  0.0611
H (-0.5608, -0.2463, -4.7303)  0.0755
H (0.9201, 0.2555, -3.8709)  0.0722
H (-0.5949, -1.7030, -2.8523)  0.0809
H (0.4097, 0.6860, -1.2172)  0.1051
H (0.0056, -0.8864, -0.5090)  0.0755
H (2.7793, 0.3691, 1.6729)  0.0802
H (1.9079, 1.0650, 0.3135)  0.1018
H (4.7981, 1.7285, 1.0579)  0.1237
H (3.3633, 2.5861, 1.5683)  0.1190
H (4.8041, 3.4312, -0.5200)  0.1224
H (3.0647, 3.6831, -0.4371)  0.1214
H (4.6250, 1.1741, -3.0639)  0.1241
N (-0.3485, 1.4713, 2.4104)  0.0608
C (-0.5429, 0.1570, 2.4983)  -0.1683
C (-1.7765, -0.4227, 2.7476)  -0.0681
C (-2.8725, 0.4066, 2.9157)  -0.0766
C (-2.6879, 1.7768, 2.8263)  -0.0701
C (-1.4120, 2.2561, 2.5717)  -0.1512
H (0.3374, -0.4615, 2.3605)  0.0937
H (-1.8712, -1.4983, 2.7994)  0.1045
H (-3.8538, -0.0072, 3.1071)  0.1064
H (-3.5146, 2.4628, 2.9469)  0.1014
H (-1.2296, 3.3218, 2.4904)  0.1030
N (-4.4170, -0.9915, -5.0719)  0.0431
C (-4.5966, -2.3086, -5.0307)  -0.1638
C (-5.8282, -2.9104, -4.8198)  -0.0747
C (-6.9356, -2.0979, -4.6404)  -0.0837
C (-6.7642, -0.7238, -4.6794)  -0.0749
C (-5.4891, -0.2242, -4.8982)  -0.1691
H (-3.7056, -2.9111, -5.1701)  0.1026
H (-5.9135, -3.9879, -4.7964)  0.0997
H (-7.9145, -2.5278, -4.4724)  0.1035
H (-7.5991, -0.0505, -4.5429)  0.0995
H (-5.3134, 0.8455, -4.9326)  0.1030
N (3.1180, -0.2911, 3.9593)  0.0527
C (3.5759, -1.4886, 4.3177)  -0.1443
C (3.2127, -2.1255, 5.4944)  -0.0707
C (2.3261, -1.4845, 6.3444)  -0.0786
C (1.8403, -0.2382, 5.9833)  -0.0690
C (2.2649, 0.3130, 4.7841)  -0.1590
H (4.2661, -1.9571, 3.6249)  0.1080
H (3.6151, -3.0996, 5.7345)  0.1016
H (2.0178, -1.9491, 7.2718)  0.1051
H (1.1451, 0.2974, 6.6147)  0.1022
H (1.9012, 1.2822, 4.4594)  0.0997

Forces on atoms 1 to 3 (eV/Å):
C 0.06 -0.20 0.45
C 0.04 0.47 -0.09
I -0.06 -0.16 -0.02

Output
total charge	0
E	-56911.0944	eV
maximum force	0.0421	Eh/bohr
orbital gap	9.6	eV
LUMO energy	0.48	eV

=====

[4]
C22H28N2O4 | the ωB97M-V functional and the def2-TZVPD basis

Each line ends with the Löwdin charge.
Atoms and positions in Å:
C (-4.0730, -2.3913, -2.4953)  -0.0576
H (-4.6732, -3.1685, -2.0287)  0.0800
H (-3.0883, -2.8005, -2.7074)  0.0688
H (-4.5418, -2.0957, -3.4299)  0.0779
C (-3.9740, -1.1858, -1.5655)  -0.2439
H (-4.9746, -0.8070, -1.3393)  0.1259
O (-3.4328, -1.5190, -0.3022)  -0.0514
C (-2.0920, -1.6670, -0.1539)  -0.2712
C (-1.1344, -1.4816, -1.1468)  -0.0098
C (0.2113, -1.6135, -0.8558)  -0.0163
C (0.6361, -1.9391, 0.4266)  -0.1460
C (-0.3309, -2.1560, 1.4095)  -0.0141
C (-1.6692, -2.0214, 1.1307)  -0.0042
H (-2.4188, -2.1853, 1.8899)  0.1193
H (0.0035, -2.4310, 2.3986)  0.1192
C (2.0579, -2.0870, 0.8442)  -0.4501
O (2.3590, -2.6001, 1.9102)  0.0488
N (2.9948, -1.6265, -0.0189)  0.0825
H (2.7202, -1.0893, -0.8257)  0.1016
C (4.3966, -1.6326, 0.3281)  -0.1789
H (4.4930, -2.2979, 1.1897)  0.1159
H (4.9756, -2.0388, -0.5070)  0.1241
C (4.9031, -0.2332, 0.6902)  -0.1729
C (5.0131, 0.6839, -0.5359)  -0.1855
H (6.0591, 0.8416, -0.8015)  0.1113
H (4.5236, 0.2246, -1.3945)  0.0939
C (4.3651, 2.0540, -0.3211)  -0.1744
N (2.9453, 1.9521, -0.0392)  0.0747
C (2.0570, 1.4785, -0.9423)  -0.4678
O (2.3933, 1.0287, -2.0257)  0.0533
C (0.6313, 1.5438, -0.5227)  -0.1592
C (0.2107, 1.2618, 0.7703)  -0.0248
C (-1.1322, 1.2768, 1.0992)  -0.0087
C (-2.0863, 1.5910, 0.1345)  -0.2696
C (-1.6606, 1.8880, -1.1644)  -0.0020
C (-0.3256, 1.8464, -1.4895)  -0.0134
H (0.0016, 2.0490, -2.4981)  0.1225
H (-2.4080, 2.1369, -1.9019)  0.1208
O (-3.4267, 1.6185, 0.3227)  -0.0490
C (-3.9753, 1.2721, 1.5804)  -0.2414
C (-3.9208, 2.4226, 2.5809)  -0.0584
H (-4.4385, 3.2885, 2.1757)  0.0797
H (-2.8935, 2.7073, 2.7947)  0.0674
H (-4.4040, 2.1242, 3.5071)  0.0782
H (-5.0171, 1.0224, 1.3608)  0.1264
H (-3.4846, 0.3768, 1.9771)  0.1099
H (-1.4189, 1.0246, 2.1072)  0.1126
H (0.9270, 0.9848, 1.5309)  0.1212
H (2.5968, 2.3442, 0.8189)  0.1341
H (4.8376, 2.5749, 0.5132)  0.1233
H (4.5005, 2.6482, -1.2322)  0.1234
H (5.8731, -0.3278, 1.1794)  0.1083
H (4.2084, 0.1929, 1.4166)  0.1081
H (0.9163, -1.4643, -1.6597)  0.1164
H (-1.4182, -1.2220, -2.1540)  0.1130
H (-3.3976, -0.3769, -2.0282)  0.1077

Forces on atoms 1 to 3 (eV/Å):
C 0.11 0.22 0.35
H -0.06 -0.07 0.01
H 0.06 -0.06 -0.07

Output
total charge	0
E	-34439.9417	eV
maximum force	0.0105	Eh/bohr
ΔE to the lowest compared entry with this formula, charge and spin	21.3	kcal per mole
orbital gap	8.9	eV
SMILES	CCOc1ccc(C(=O)NCCCCNC(=O)c2ccc(OCC)cc2)cc1
LUMO energy	0.71	eV

=====

> Which value of total charge does entry 4 give?

0

=====

> What is the LUMO energy in the second record?

2.96 eV

=====

> Which of these has the highest orbital gap?

C22H28IN3O5S

=====

> Which of these has the lowest orbital gap?

C22H28ClN2O